# 1
37
Properties=species:S:1:pos:R:3:lowdin_charge:R:1 method="wB97M-V/def2-TZVPD" homo_ev=-10.99 e_lumo_ev=-5.125 charge=+1 homo_lumo_gap_ev=5.9
O 0.249 -3.286 -2.314 -0.39
P -0.801 -4.210 -2.609 0.55
S -0.502 -5.890 -1.219 0.86
H -2.105 -3.739 -2.401 0.03
H -0.727 -4.791 -3.881 0.03
H 0.232 -5.341 -0.236 -0.04
H -1.666 -6.282 -0.675 -0.04
C -1.536 1.416 -2.129 -0.02
C -1.422 0.335 -1.083 -0.51
O -2.402 -0.121 -0.533 0.05
C -0.037 -0.159 -0.754 -0.04
H -2.581 1.678 -2.271 0.08
H -0.986 2.304 -1.810 0.08
H -1.123 1.069 -3.078 0.09
H 0.587 0.653 -0.383 0.09
H 0.424 -0.583 -1.648 0.08
H -0.098 -0.926 0.011 0.06
C -0.981 4.050 1.191 -0.03
C -1.502 5.093 0.229 -0.51
O -0.798 5.560 -0.634 0.07
C -2.943 5.515 0.395 -0.02
H 0.061 3.839 0.962 0.08
H -1.052 4.407 2.219 0.09
H -1.563 3.131 1.095 0.08
H -3.097 5.939 1.389 0.09
H -3.602 4.653 0.276 0.08
H -3.190 6.262 -0.354 0.08
C 4.382 -1.320 2.036 -0.02
C 2.974 -1.690 1.644 -0.49
O 2.308 -0.991 0.916 0.07
C 2.428 -2.985 2.208 -0.02
H 4.651 -0.376 1.570 0.09
H 4.454 -1.217 3.120 0.09
H 5.079 -2.093 1.710 0.09
H 2.423 -2.949 3.298 0.09
H 3.052 -3.823 1.889 0.08
H 1.409 -3.130 1.853 0.06

---

# 2
44
Properties=species:S:1:pos:R:3:lowdin_charge:R:1 method="wB97M-V/def2-TZVPD" homo_ev="-10.80 / -12.72" spin_multiplicity=6 e_lumo_ev="-2.187 / -4.821" charge=+1 homo_lumo_gap_ev="8.6 / 7.9"
Ru 0.762 -0.010 0.890 1.22
C -2.099 1.380 2.941 -0.48
C -2.174 -0.126 3.191 -0.49
S -1.467 -1.222 1.952 0.88
C -2.605 -1.148 0.560 -0.49
C -2.794 0.195 -0.137 -0.45
S -1.270 1.104 -0.552 0.90
C -1.588 2.754 0.126 -0.48
C -0.646 3.156 1.254 -0.50
S -0.420 1.931 2.569 0.88
H -2.419 1.902 3.842 0.09
H -2.757 1.687 2.136 0.05
H -3.213 -0.421 3.345 0.09
H -1.634 -0.386 4.103 0.08
H -3.577 -1.512 0.896 0.10
H -2.192 -1.881 -0.125 0.06
H -3.416 0.866 0.448 0.07
H -3.311 0.018 -1.079 0.09
H -2.632 2.795 0.427 0.07
H -1.470 3.465 -0.691 0.09
H -0.964 4.105 1.684 0.09
H 0.365 3.298 0.873 0.08
C 0.933 -0.115 -3.535 -0.05
C 1.758 -1.040 -2.639 -0.58
O 2.791 -1.712 -3.375 -0.06
P 2.682 -0.102 -1.398 0.47
O 2.996 -1.115 -0.212 -0.16
O 4.038 0.349 -2.035 -0.05
O 1.941 1.049 -0.773 -0.36
P 0.650 -2.253 -1.761 0.36
O 1.747 -3.294 -1.158 -0.14
O -0.253 -2.893 -2.723 -0.25
O 0.104 -1.530 -0.524 -0.50
H 1.595 0.517 -4.128 0.10
H 0.268 0.524 -2.953 0.05
H 0.322 -0.724 -4.202 0.09
H 2.387 -2.279 -4.046 0.12
H 2.952 -2.070 -0.447 0.08
H 4.409 -0.280 -2.671 0.11
H 1.690 -4.168 -1.560 0.11
C 1.955 -0.197 2.702 -0.25
H 2.647 0.633 2.533 0.00
H 2.465 -1.154 2.598 -0.01
H 1.443 -0.098 3.652 -0.03

---

# 3
46
Properties=species:S:1:pos:R:3:lowdin_charge:R:1 method="wB97M-V/def2-TZVPD" homo_ev=-6.82 e_lumo_ev=-0.618 charge=0 homo_lumo_gap_ev=6.2
C 16.201 -6.565 -11.581 -0.16
N 15.739 -6.210 -10.260 -0.56
O 16.545 -5.884 -9.409 -0.05
O 14.491 -6.273 -10.065 -0.67
H 15.321 -6.998 -12.056 0.03
H 17.098 -7.161 -11.410 0.06
H 16.427 -5.663 -12.149 0.12
O 19.108 -8.797 -15.527 -0.29
P 18.832 -9.280 -14.136 0.61
N 19.954 -10.469 -13.634 -0.29
C 21.305 -10.316 -14.262 -0.10
C 19.880 -11.267 -12.421 -0.11
N 17.312 -10.001 -13.942 -0.29
C 16.534 -10.587 -15.054 -0.06
C 16.696 -10.271 -12.677 -0.55
N 18.896 -8.082 -12.889 -0.29
C 18.134 -6.875 -13.267 -0.15
C 19.914 -7.799 -11.914 -0.09
H 21.231 -9.485 -14.964 0.06
H 21.653 -11.194 -14.806 0.08
H 22.032 -10.137 -13.470 0.07
H 19.426 -10.672 -11.629 0.06
H 20.861 -11.616 -12.097 0.09
H 19.289 -12.178 -12.522 0.08
H 17.315 -11.049 -15.658 0.08
H 15.884 -11.381 -14.686 0.09
H 16.069 -9.759 -15.589 0.09
H 16.793 -11.331 -12.442 0.14
H 17.250 -9.684 -11.944 0.04
H 15.629 -10.068 -12.772 -0.22
H 17.086 -7.046 -13.516 0.07
H 18.153 -6.104 -12.497 0.07
H 18.738 -6.548 -14.113 0.09
H 19.977 -6.768 -11.566 0.10
H 20.832 -7.999 -12.467 0.08
H 19.849 -8.504 -11.086 0.08
C 12.626 -5.535 -10.849 -1.43
Br 11.017 -4.694 -11.351 0.62
Br 12.358 -7.298 -10.026 0.79
Br 13.686 -4.248 -9.824 0.82
H 13.147 -5.727 -11.787 0.00
C 14.673 -8.605 -10.420 -1.41
Br 15.536 -9.016 -12.099 1.16
Br 16.033 -8.357 -9.063 0.86
Br 13.350 -10.004 -9.968 0.56
H 14.079 -7.695 -10.341 -0.24

---

# 4
49
Properties=species:S:1:pos:R:3:lowdin_charge:R:1 method="wB97M-V/def2-TZVPD" homo_ev=-9.15 smiles="NC(N)(N)C[Si@](N)(Cl)C[C@@H]1CO1.O=S1(=O)OCCO1.O=S1(=O)OCCO1" e_lumo_ev=0.250 charge=0 homo_lumo_gap_ev=9.4
N -0.195 2.520 2.645 0.08
C -0.737 1.165 2.738 -0.72
N -0.422 0.467 3.982 0.06
N -2.195 1.356 2.743 0.08
C -0.279 0.364 1.488 -0.20
Si 1.203 -0.762 1.648 0.15
N 1.530 -1.505 0.114 -0.07
Cl 0.776 -2.360 2.937 0.29
C 2.694 0.124 2.391 -0.19
C 3.884 0.148 1.424 -0.41
C 4.410 1.453 0.995 -0.03
O 3.642 0.514 0.107 -0.10
H -0.682 3.080 3.336 0.08
H 0.785 2.523 2.901 0.05
H 0.366 0.882 4.459 0.07
H -1.225 0.526 4.593 0.07
H -2.607 0.447 2.565 0.08
H -2.415 1.949 1.949 0.06
H -0.041 1.098 0.718 0.07
H -1.111 -0.232 1.113 0.07
H 2.485 -1.822 0.025 0.03
H 0.905 -2.298 0.016 0.02
H 3.018 -0.419 3.274 0.07
H 2.488 1.163 2.620 0.06
H 4.633 -0.619 1.567 0.14
H 3.778 2.322 0.903 0.11
H 5.419 1.527 0.621 0.10
C -1.814 2.247 -2.024 -0.15
C -2.940 1.265 -1.787 -0.15
O -3.772 1.918 -0.811 -0.20
S -3.731 3.500 -1.040 0.59
O -4.862 3.905 -1.789 -0.21
O -3.401 4.111 0.197 -0.22
O -2.454 3.532 -1.997 -0.19
H -1.072 2.212 -1.224 0.12
H -1.324 2.102 -2.982 0.14
H -2.591 0.312 -1.402 0.12
H -3.525 1.102 -2.693 0.14
C 0.616 -4.626 -3.057 -0.15
C 1.195 -3.297 -3.500 -0.15
O 0.081 -2.622 -4.103 -0.19
S -1.268 -3.019 -3.350 0.59
O -1.568 -2.020 -2.388 -0.23
O -2.221 -3.424 -4.313 -0.21
O -0.696 -4.293 -2.577 -0.19
H 0.515 -5.322 -3.891 0.13
H 1.186 -5.091 -2.258 0.14
H 1.993 -3.403 -4.229 0.14
H 1.545 -2.702 -2.654 0.12

---

# 5
36
Properties=species:S:1:pos:R:3:lowdin_charge:R:1 method="wB97M-V/def2-TZVPD" homo_ev=-13.06 relative_energy_ev=0.000 e_lumo_ev=-3.502 charge=+1 homo_lumo_gap_ev=9.6
C -0.925 -0.012 -0.405 -0.20
C 0.722 0.007 -2.305 -0.02
C -2.089 -1.936 0.423 -0.01
C -2.569 0.119 1.364 -0.03
C -2.169 2.077 -1.232 -0.06
C 0.999 -0.921 2.124 -0.13
C 3.559 -0.805 0.067 -0.14
C 1.769 1.821 0.668 -0.19
C 0.379 -0.555 -0.881 -0.48
N -1.774 -0.550 0.440 -0.15
N -1.044 1.356 -0.689 -0.01
O 0.520 -1.962 -0.839 -0.07
Si 1.685 -0.081 0.531 0.72
H 1.775 -0.375 -2.525 0.11
H 0.270 -0.394 -3.207 0.09
H 0.799 1.023 -2.467 0.05
H -2.469 -2.318 1.421 0.14
H -3.033 -1.917 -0.238 0.15
H -1.282 -2.437 0.013 0.06
H -3.562 -0.229 1.288 0.10
H -2.154 -0.061 2.343 0.11
H -2.537 1.214 1.205 0.10
H -1.873 2.725 -2.049 0.09
H -2.668 2.711 -0.426 0.10
H -2.957 1.420 -1.622 0.10
H 0.345 -0.090 2.485 0.03
H 0.323 -1.739 1.767 0.03
H 1.541 -1.351 2.947 0.04
H 4.010 -0.501 -0.967 0.06
H 4.314 -0.419 0.756 0.02
H 3.504 -1.846 0.017 -0.02
H 2.532 2.222 -0.074 0.07
H 0.928 2.366 1.044 0.02
H 2.520 1.952 1.508 0.06
H -0.100 1.770 -0.726 0.10
H 0.709 -2.283 -1.758 0.14

---

# 6
35
Properties=species:S:1:pos:R:3:lowdin_charge:R:1 method="wB97M-V/def2-TZVPD" homo_ev="-9.34 / -13.31" relative_energy_ev=2.582 spin_multiplicity=3 e_lumo_ev="-3.383 / -7.117" charge=+1 homo_lumo_gap_ev="6.0 / 6.2"
C -2.036 3.125 -1.081 -0.15
C -1.983 2.713 0.407 -0.18
C -2.265 1.772 -1.906 -0.16
C -1.085 1.514 0.707 -0.17
C -0.964 0.995 -1.691 -0.10
C -1.183 0.313 -0.231 -0.30
C 1.913 0.441 0.337 -0.04
C 3.891 -2.526 1.072 -0.05
C -0.259 -0.747 0.152 -0.25
N 0.991 -0.690 0.370 -0.04
N 2.388 -2.871 1.335 -0.02
Si -1.342 -2.795 0.034 0.82
H -2.961 3.695 -1.452 0.14
H -1.157 3.562 -1.335 0.07
H -1.798 3.616 0.888 0.09
H -2.976 2.315 0.842 0.14
H -3.246 1.272 -1.570 0.15
H -2.361 1.996 -2.893 0.06
H -0.168 1.932 0.658 0.05
H -1.246 1.396 1.802 0.15
H -0.859 0.219 -2.430 0.11
H -0.070 1.569 -1.667 0.10
H -2.116 -0.101 -0.016 0.09
H 2.077 0.745 1.278 0.06
H 2.795 0.381 -0.269 0.10
H 1.570 1.314 -0.194 0.08
H 3.969 -1.572 1.441 0.03
H 4.576 -3.028 1.643 0.04
H 4.307 -2.709 0.049 0.11
H 1.503 -1.716 0.633 0.12
H 2.047 -3.074 2.252 0.09
H 2.180 -3.682 0.770 0.06
H -1.996 -2.777 1.436 -0.04
H -2.251 -3.168 -1.008 -0.13
H 0.116 -3.428 -0.362 -0.02